Record 1
{
  "formula": "C37H55GeMgN4OSeSi",
  "method": "ωB97M-V/def2-TZVPD",
  "orbital_gap_ev": 6.263,
  "total_charge": 1,
  "homo_energy_ev": -9.634,
  "largest_force_ev_per_a": 0.44,
  "spin_multiplicity": 1,
  "elements": ["Se", "Ge", "Si", "Mg", "O", "N", "N", "N", "N", "C", "C", "C", "C", "C", "C", "C", "C", "C", "C", "C", "C", "C", "C", "C", "C", "C", "C", "C", "C", "C", "C", "C", "C", "C", "C", "C", "C", "C", "C", "C", "C", "C", "C", "C", "C", "C", "H", "H", "H", "H", "H", "H", "H", "H", "H", "H", "H", "H", "H", "H", "H", "H", "H", "H", "H", "H", "H", "H", "H", "H", "H", "H", "H", "H", "H", "H", "H", "H", "H", "H", "H", "H", "H", "H", "H", "H", "H", "H", "H", "H", "H", "H", "H", "H", "H", "H", "H", "H", "H", "H", "H"],
  "coordinates": [[-2.96, 0.19, 1.03], [-6.15, 0.77, 0.59], [-0.69, -3.62, -0.28], [-0.28, -1.09, 0.19], [7.17, 9.45, -0.64], [-0.09, 0.80, -0.81], [4.37, 3.70, 0.46], [1.64, -0.40, 0.89], [2.89, 4.69, -0.87], [1.00, 1.50, -0.44], [1.25, 2.79, -0.94], [4.90, 6.01, -0.33], [0.34, 3.34, -1.86], [6.12, 6.09, 0.34], [-0.79, -3.35, -3.10], [-6.26, 1.64, 2.33], [2.45, 3.44, -0.52], [1.94, 0.85, 0.46], [2.53, -1.06, 1.61], [4.06, 0.77, 1.59], [-1.64, -5.91, 1.28], [4.05, 4.83, -0.26], [4.48, 7.11, -1.08], [-2.83, -2.65, -1.93], [-1.20, -3.81, 2.55], [1.97, -3.64, -1.35], [3.15, 1.49, 0.81], [-2.35, -5.08, -2.22], [-2.98, -0.09, 2.96], [1.68, -4.73, 0.89], [1.02, -4.52, -0.49], [-0.93, 1.32, -1.69], [3.35, 2.81, 0.30], [6.92, 7.22, 0.26], [-1.71, -3.71, -1.93], [-4.71, -0.59, 0.65], [-1.70, -4.38, 1.21], [-3.17, -3.97, 1.12], [3.76, -0.51, 1.98], [8.43, 9.57, 0.01], [-0.75, 2.59, -2.24], [-5.65, 2.06, -0.80], [-7.80, -0.16, 0.12], [0.93, -5.90, -1.17], [5.26, 8.24, -1.17], [6.48, 8.30, -0.50], [-2.42, -1.64, -1.78], [-4.89, -1.35, 1.42], [-1.84, -4.17, 3.37], [-6.34, 2.90, -0.81], [6.49, 5.26, 0.94], [3.53, 7.05, -1.60], [-5.33, 2.15, 2.57], [-1.61, -5.88, -2.26], [-1.38, -3.23, -4.02], [0.59, -5.83, -2.20], [5.01, 1.21, 1.87], [8.31, 9.49, 1.10], [-2.12, 0.43, 3.38], [4.95, 9.09, -1.75], [-4.63, -1.11, -0.31], [-3.58, -2.83, -1.16], [-3.68, -4.40, 0.26], [-0.05, -4.12, -3.31], [-0.25, -2.41, -2.93], [0.26, -6.57, -0.63], [-0.18, -4.11, 2.80], [2.26, -2.06, 1.91], [0.52, 4.33, -2.24], [1.41, -5.70, 1.32], [2.77, -4.72, 0.80], [-5.68, 1.58, -1.78], [-2.30, -6.28, 2.07], [1.40, -3.97, 1.62], [4.46, -1.10, 2.56], [-1.78, 0.71, -1.97], [1.90, -3.88, -2.41], [1.92, -6.37, -1.19], [5.20, 3.58, 1.01], [-1.48, 2.97, -2.95], [9.13, 8.81, -0.34], [3.01, -3.78, -1.05], [-8.01, -0.96, 0.83], [-3.28, -2.88, 1.06], [1.76, -2.57, -1.26], [-6.48, 0.91, 3.12], [-2.85, -5.05, -3.19], [7.86, 7.25, 0.79], [-1.25, -2.72, 2.57], [-1.96, -6.37, 0.34], [-3.34, -2.66, -2.90], [-4.65, 2.44, -0.62], [-3.70, -4.31, 2.01], [-3.09, -5.36, -1.48], [-7.73, -0.59, -0.87], [-2.93, -1.15, 3.18], [-3.89, 0.35, 3.37], [8.80, 10.56, -0.24], [-8.65, 0.53, 0.14], [-0.63, -6.28, 1.50], [-7.06, 2.38, 2.34]]
}



Record 2
{
  "formula": "C3H8N2O4",
  "method": "ωB97M-V/def2-TZVPD",
  "orbital_gap_ev": 9.726,
  "smiles": "OC[C@H](O)/C(=N\\O)NO",
  "total_charge": 0,
  "homo_energy_ev": -9.137,
  "largest_force_ev_per_a": 3.65,
  "spin_multiplicity": 1,
  "elements": ["O", "O", "O", "O", "N", "N", "C", "C", "C", "H", "H", "H", "H", "H", "H", "H", "H"],
  "coordinates": [[0.92, 1.51, 1.47], [-0.67, -0.68, 2.03], [-1.09, 0.80, -1.30], [0.10, -1.57, -2.33], [0.24, -1.36, 1.22], [0.24, -1.92, -0.94], [0.10, -0.97, -0.14], [-0.07, 1.46, 0.54], [0.10, 0.54, -0.58], [0.10, -2.44, -2.69], [-1.03, 1.31, 0.98], [-0.04, 0.00, 2.38], [-0.11, -2.32, 1.34], [1.52, 2.22, 1.18], [-0.13, 2.44, -0.02], [-1.12, 0.15, -2.01], [0.94, 0.82, -1.13]]
}



Record 3
{
  "formula": "C5H16NO2Si",
  "method": "ωB97M-V/def2-TZVPD",
  "orbital_gap_ev": 5.223,
  "total_charge": 1,
  "homo_energy_ev": -11.264,
  "largest_force_ev_per_a": 5.71,
  "spin_multiplicity": 1,
  "elements": ["Si", "O", "O", "N", "C", "C", "C", "C", "C", "H", "H", "H", "H", "H", "H", "H", "H", "H", "H", "H", "H", "H", "H", "H", "H"],
  "coordinates": [[0.26, -0.33, 0.51], [1.81, 0.07, 2.80], [-1.12, -1.08, 0.31], [-2.05, 1.14, -3.64], [-1.05, 2.15, -3.28], [2.59, -0.20, 3.88], [-2.46, -0.87, 0.75], [1.04, -0.79, 2.24], [1.37, -1.19, -0.72], [2.36, -0.77, -0.77], [3.67, 0.25, 3.67], [0.89, -1.13, -1.63], [2.70, -1.23, 4.12], [2.38, 0.31, 4.76], [-1.67, 0.72, -4.51], [-3.07, -1.73, 0.68], [1.52, -2.36, -0.63], [-0.62, 1.80, -2.39], [-2.94, -0.18, -0.02], [-3.07, 1.53, -3.73], [1.13, -1.81, 2.75], [-0.24, 2.10, -4.10], [-2.39, -0.63, 1.87], [-1.46, 3.20, -2.96], [0.41, 1.04, 0.05]]
}



Record 4
{
  "formula": "C6H9N",
  "method": "ωB97M-V/def2-TZVPD",
  "orbital_gap_ev": 10.134,
  "smiles": "C=C=C1C[C@@H]2N[C@H]12.[H][H]",
  "total_charge": 0,
  "homo_energy_ev": -9.049,
  "largest_force_ev_per_a": 0.39,
  "spin_multiplicity": 1,
  "elements": ["N", "C", "C", "C", "C", "C", "C", "H", "H", "H", "H", "H", "H", "H", "H", "H"],
  "coordinates": [[0.49, 1.47, -0.96], [-0.57, -1.47, 0.39], [0.87, 0.61, 0.18], [0.15, 1.87, 0.42], [-0.50, -2.75, 0.15], [-0.37, -0.18, 0.49], [-1.13, 1.11, 0.81], [1.61, -1.94, -0.69], [-0.19, -3.47, 0.90], [-2.02, 1.33, 0.23], [1.31, 2.00, -1.24], [-1.34, 1.21, 1.88], [0.53, 2.79, 0.85], [1.88, -1.29, -0.92], [-0.67, -3.12, -0.86], [1.91, 0.37, 0.38]]
}



Record 5
{
  "formula": "C4H9N3O",
  "method": "ωB97M-V/def2-TZVPD",
  "orbital_gap_ev": 9.010,
  "smiles": "C=N/N=C(/N)[C@@H](C)O",
  "total_charge": 0,
  "homo_energy_ev": -8.213,
  "largest_force_ev_per_a": 2.42,
  "spin_multiplicity": 1,
  "elements": ["O", "N", "N", "N", "C", "C", "C", "C", "H", "H", "H", "H", "H", "H", "H", "H", "H"],
  "coordinates": [[-0.01, -1.64, -1.23], [0.19, 2.13, 0.05], [-0.75, 1.31, 0.44], [-1.64, -0.73, 1.00], [1.28, -1.59, 0.77], [-0.64, 0.04, 0.47], [0.06, 2.98, -0.88], [0.54, -0.75, -0.27], [0.85, 3.70, -1.00], [1.23, -0.05, -0.76], [-0.79, 3.03, -1.56], [-1.72, -1.66, 0.60], [0.61, -2.35, 1.15], [-0.47, -1.13, -1.92], [-2.48, -0.26, 1.27], [1.61, -0.95, 1.58], [2.14, -2.06, 0.31]]
}



Record 6
{
  "formula": "C5H10NO",
  "method": "ωB97M-V/def2-TZVPD",
  "orbital_gap_ev": 12.181,
  "smiles": "C[C@@]12CO[N@+]1(C)C2",
  "total_charge": 1,
  "homo_energy_ev": -15.450,
  "largest_force_ev_per_a": 6.21,
  "spin_multiplicity": 1,
  "elements": ["O", "N", "C", "C", "C", "C", "C", "H", "H", "H", "H", "H", "H", "H", "H", "H", "H"],
  "coordinates": [[0.71, -1.83, 0.00], [0.74, -0.47, 0.14], [-0.77, -1.81, -0.12], [-1.50, 0.74, -0.47], [0.20, -0.02, 1.35], [-0.73, -0.29, 0.23], [2.13, 0.28, -0.72], [-1.21, -1.97, -1.11], [2.65, -0.58, -0.60], [-1.23, -2.62, 0.49], [-0.94, 1.65, -0.60], [-2.50, 1.02, 0.06], [2.29, 1.34, -0.19], [0.27, -0.58, 2.32], [1.87, 0.53, -1.72], [0.38, 1.01, 1.65], [-1.75, 0.34, -1.41]]
}



Record 7
{
  "formula": "C4H6N2O",
  "method": "ωB97M-V/def2-TZVPD",
  "orbital_gap_ev": 9.083,
  "smiles": "N[C@@H]1NC=CC1=O",
  "total_charge": 0,
  "homo_energy_ev": -8.420,
  "largest_force_ev_per_a": 0.67,
  "spin_multiplicity": 1,
  "elements": ["O", "N", "N", "C", "C", "C", "C", "H", "H", "H", "H", "H", "H"],
  "coordinates": [[-0.37, 1.68, -1.55], [-1.97, -0.12, 0.45], [0.31, -0.78, 0.85], [1.54, 0.54, -0.52], [0.14, 0.87, -0.80], [-0.65, -0.24, -0.09], [1.55, -0.38, 0.49], [-2.64, -0.18, -0.31], [2.42, -0.81, 0.98], [0.07, -1.45, 1.56], [-2.12, 0.76, 0.93], [2.40, 0.98, -1.00], [-0.68, -0.88, -0.99]]
}